(1)
The molecule C3H8N2S2, computed with wB97M-V/def2-TZVPD.

The energy above the lowest of the compared OMol25 structures with the same formula, charge and spin comes out at 24.4 kcal/mol. Its net charge is 0. The SMILES is CN/C(=N/S)SC. The total energy is -27890.63915 eV. The calculation puts the HOMO energy at -8.2 eV. As for the frontier orbital gap: 8.821 eV.

Geometry as XYZ:
```
15
Properties=species:S:1:pos:R:3:forces:R:3:nbo_charge:R:1
C -2.179 -1.539 -0.439 -0.18 -0.79 -0.10 -0.416
C -0.025 -0.464 0.093 -0.06 0.04 -0.02 0.277
C -1.660 1.691 0.672 0.45 0.15 0.63 -0.733
H -2.982 -2.096 0.104 0.58 0.55 -0.52 0.208
H -1.829 -2.159 -1.298 -0.25 0.30 0.49 0.185
H -2.568 -0.611 -0.851 -0.15 -0.03 0.07 0.206
H -0.747 -2.078 0.955 0.03 -0.05 0.01 0.390
H -1.871 2.735 0.448 0.02 0.01 -0.01 0.231
H -1.249 1.623 1.702 -0.32 -0.02 -0.71 0.232
H -2.571 1.122 0.578 -0.24 -0.17 0.11 0.218
H 2.148 1.154 -0.261 -0.10 0.22 -0.05 0.091
N -1.106 -1.249 0.503 0.17 0.17 0.02 -0.631
N 1.153 -0.919 0.232 -0.07 0.09 -0.03 -0.638
S -0.437 1.162 -0.546 0.20 -0.22 0.06 0.179
S 2.595 -0.078 0.016 -0.08 -0.25 0.06 0.201
```
Positions in Å, forces in eV/Å.



(2)
A structure of composition C3H8N2S3 at a distorted geometry, computed with wB97M-V/def2-TZVPD.

The energy above the lowest of the compared OMol25 structures with the same formula, charge and spin comes out at 90.7 kcal/mol. Its net charge is 0. The total energy is -38721.91701 eV. The calculation puts the HOMO energy at -8.7 eV. As for the frontier orbital gap: 8.896 eV.

Geometry as XYZ:
```
16
Properties=species:S:1:pos:R:3:forces:R:3:nbo_charge:R:1
C -0.258 -0.809 1.874 0.83 0.49 2.43 -0.435
C 0.396 0.042 -0.391 -2.63 -3.85 3.08 0.190
C -0.726 -1.907 -1.630 -2.36 -1.02 -1.86 -0.439
H -0.466 -1.765 1.396 0.00 0.45 0.42 0.250
H 0.388 -0.958 2.769 0.01 -0.15 -0.69 0.215
H -1.159 -0.370 2.417 0.68 -0.17 -1.56 0.215
H 2.609 1.147 0.518 -2.42 0.52 2.65 0.174
H -1.377 -2.949 -1.241 2.26 2.89 -1.47 0.220
H 0.365 -2.030 -1.958 -1.72 -0.40 0.51 0.240
H -1.360 -1.429 -2.620 1.81 -1.43 2.59 0.191
H -2.437 0.551 -1.797 0.69 -1.23 3.07 0.128
N 0.533 0.088 0.977 -0.87 0.51 -0.24 -0.572
N -0.737 -1.009 -0.502 -0.39 3.36 -1.61 -0.609
S 1.441 1.318 1.750 2.63 -0.69 -3.05 0.137
S 1.315 0.587 -1.560 0.93 0.92 -1.08 -0.032
S -2.232 -0.011 -0.310 0.56 -0.22 -3.18 0.127
```
Positions in Å, forces in eV/Å.



(3)
A structure of composition C3H8N3 at a distorted geometry, computed with wB97M-V/def2-TZVPD.

The energy above the lowest of the compared OMol25 structures with the same formula, charge and spin comes out at 128.4 kcal/mol. Its net charge is +1. The total energy is -7699.71189 eV. The calculation puts the HOMO energy (alpha / beta) at -13.6 / -13.3 eV. As for the frontier orbital gap (alpha / beta): 8.725 / 8.573 eV.

Geometry as XYZ:
```
14
Properties=species:S:1:pos:R:3:forces:R:3:nbo_charge:R:1
C -2.156 0.259 -0.642 0.41 0.64 -0.91 0.000
C -0.797 0.623 -1.268 -0.50 0.83 1.45 0.019
C 0.741 0.187 0.856 -0.07 0.01 0.57 0.020
N -2.007 0.916 0.394 0.74 -0.72 -1.64 -0.259
N 1.452 -0.856 1.305 -4.08 -2.44 1.04 -0.773
N 0.309 -0.180 -0.945 -0.61 0.71 1.54 -0.656
H -2.902 -0.388 -1.117 -0.05 0.19 0.46 0.231
H -0.376 1.655 -1.395 -1.42 -0.78 -0.13 0.239
H 1.434 0.982 0.676 -0.20 1.05 -0.13 0.211
H -0.381 0.486 1.184 2.71 -0.97 -0.76 0.291
H 0.894 -1.658 1.679 0.58 1.03 -0.44 0.400
H 2.368 -0.979 1.617 1.91 0.91 -0.08 0.431
H 0.307 -1.175 -0.929 -0.72 -0.94 -0.28 0.422
H 1.115 0.128 -1.417 1.27 0.47 -0.68 0.425
```
Positions in Å, forces in eV/Å.



(4)
A structure of composition C3H8N3 at a distorted geometry, computed with wB97M-V/def2-TZVPD.

The energy above the lowest of the compared OMol25 structures with the same formula, charge and spin comes out at 87.9 kcal/mol. Its net charge is +1. The total energy is -7701.46760 eV. The calculation puts the HOMO energy at -14.4 eV. As for the frontier orbital gap: 10.355 eV.

Geometry as XYZ:
```
14
Properties=species:S:1:pos:R:3:forces:R:3:nbo_charge:R:1
C -2.251 -0.010 -0.108 0.43 -1.04 -0.06 0.386
C -0.275 -0.201 0.088 -0.88 -2.31 5.14 0.323
C 2.132 0.297 0.024 0.95 -3.45 2.28 -0.424
N -1.369 0.865 0.194 2.63 2.88 1.04 -0.552
N -1.427 -0.989 -0.428 -0.71 -2.86 -0.02 -0.548
N 0.853 -0.191 -0.572 3.81 1.64 -1.56 -0.629
H -3.265 -0.177 0.042 -1.94 0.66 -0.05 0.245
H 0.032 -0.657 1.393 -1.20 1.69 -3.99 0.228
H 2.129 1.194 0.582 -0.67 1.28 0.32 0.203
H 2.508 -0.503 0.829 -0.79 1.49 -1.81 0.214
H 2.927 0.379 -0.715 -0.38 -0.22 -0.23 0.239
H -1.207 1.847 0.454 -1.07 -0.70 -0.24 0.462
H -1.717 -1.987 -0.257 0.96 1.27 -0.43 0.441
H 0.930 0.132 -1.526 -1.14 -0.33 -0.37 0.412
```
Positions in Å, forces in eV/Å.



(5)
The ion C3H8N3 with charge +1 at a distorted geometry, computed with wB97M-V/def2-TZVPD.

The energy above the lowest of the compared OMol25 structures with the same formula, charge and spin comes out at 83.1 kcal/mol. Its net charge is +1. The SMILES is C[N@H+]1CNC=N1. The total energy is -7701.67292 eV. The calculation puts the HOMO energy at -14.7 eV. As for the frontier orbital gap: 11.525 eV.

Geometry as XYZ:
```
14
Properties=species:S:1:pos:R:3:forces:R:3:nbo_charge:R:1
C -1.897 0.688 0.163 -2.44 2.12 -0.04 0.247
C -0.373 -0.946 -0.274 1.20 -1.25 -1.04 -0.061
C 1.360 0.782 0.259 -0.71 -0.12 0.93 -0.432
N -0.953 1.372 -0.286 3.16 2.29 -0.65 -0.309
N -1.721 -0.610 0.207 0.04 -1.85 0.27 -0.598
N 0.310 0.375 -0.599 -5.88 -1.40 2.38 -0.242
H -2.853 1.365 0.386 1.93 -2.14 -0.26 0.302
H 0.300 -1.343 0.488 -0.58 -0.24 0.30 0.222
H -0.319 -1.693 -1.121 -0.49 1.09 0.67 0.250
H 1.176 1.809 0.191 1.62 2.09 0.03 0.262
H 1.025 0.548 1.230 -0.25 -0.38 1.38 0.222
H 2.271 0.268 0.114 1.19 0.13 -0.73 0.248
H -2.529 -1.218 0.232 0.49 -0.41 -0.02 0.450
H 0.371 0.687 -1.502 0.72 0.06 -3.23 0.439
```
Positions in Å, forces in eV/Å.



(6)
The ion C3H8N3 with charge +1 at a distorted geometry, computed with wB97M-V/def2-TZVPD.

The energy above the lowest of the compared OMol25 structures with the same formula, charge and spin comes out at 0.0 kcal/mol. Its net charge is +1. The total energy is -7700.06063 eV. The calculation puts the HOMO energy (alpha / beta) at -9.5 / -14.7 eV. As for the frontier orbital gap (alpha / beta): 6.186 / 6.493 eV. The spin multiplicity is 3.

Geometry as XYZ:
```
14
Properties=species:S:1:pos:R:3:forces:R:3:lowdin_spin:R:1
C -0.958 1.385 0.443 -0.55 1.78 1.87 0.029
C 0.503 -0.533 0.890 -0.22 -1.46 -1.32 0.138
C 0.150 -1.014 -0.472 -2.22 -0.98 3.50 0.492
N -0.268 0.631 1.307 0.59 -0.27 -0.63 0.454
N -1.087 1.031 -0.765 0.02 -0.86 -1.78 0.476
N 1.035 -1.072 -1.419 3.12 0.28 -3.10 0.279
H -1.375 2.289 0.887 -0.19 -0.05 0.02 -0.003
H 0.280 -1.345 1.593 0.12 0.37 0.55 0.040
H 1.576 -0.299 0.947 -0.17 0.11 0.27 0.028
H -0.815 -1.478 -0.628 0.21 -0.02 0.10 0.018
H -0.204 0.890 2.279 -0.18 0.36 0.38 0.011
H -1.601 1.597 -1.419 -0.29 0.84 0.12 0.017
H 0.824 -1.456 -2.331 0.10 0.13 0.32 0.010
H 1.940 -0.626 -1.311 -0.35 -0.25 -0.28 0.010
```
Positions in Å, forces in eV/Å.